70
Properties=species:S:1:pos:R:3 method="wB97M-V/def2-TZVPD" lumo_ha="0.0450 / 0.0490" energy_ha=-4309.3162 homo_energy_ev="-3.5 / -3.7" spin_multiplicity=2 total_charge=-1 gap_ha="0.175 / 0.183"
Fe 1.8263 -1.4876 -0.6710
P -0.3440 -3.2086 -0.0950
P 2.1206 -4.2199 0.8275
Si -1.2614 -0.2697 0.4744
O 0.8284 0.0850 -2.0583
O 0.5174 -0.3709 1.0060
O 5.6762 0.2592 -1.9175
O 0.3828 -3.0092 -1.3675
O 2.9255 -3.0085 0.4450
O -1.3947 -4.3879 -0.2785
O 0.5619 -3.6335 1.1234
O 2.0534 -5.4202 -0.0002
O 3.7256 -0.8866 -1.9123
O 2.4826 -4.5599 2.3588
O 0.7214 0.4095 3.1017
O -1.1619 -2.0382 0.4494
N 2.9290 0.2350 0.3980
N 2.0815 0.0357 -3.9379
N 1.7290 2.0205 -2.7897
C -0.8776 1.5838 -0.0891
C -3.7926 -1.2298 3.6726
C -2.2143 -1.1734 -2.1009
C -2.9905 -1.2814 2.5469
C -3.3020 1.0940 3.8859
C 3.3046 1.5452 2.3452
C 0.0058 3.8145 0.3195
C -4.8350 -0.3747 -1.8011
C -2.3202 -0.1596 2.0653
C -0.9669 3.3152 -1.8003
C -2.5163 1.0337 2.7484
C 1.5426 0.6784 -2.8582
C -0.3358 4.2180 -0.9593
C -3.9494 -0.0355 4.3551
C 4.4743 -0.0538 -1.3183
C 5.0039 1.4423 0.6428
C -3.9101 -0.1310 -0.7976
C -3.1262 -1.4060 -3.1138
C 4.1582 0.5724 -0.1020
C -2.5820 -0.5204 -0.9270
C -1.2361 2.0286 -1.3616
C 1.1520 0.2300 1.9817
C -0.2593 2.5195 0.7387
C -4.4430 -1.0014 -2.9709
C 4.5758 1.9138 1.8492
C 2.5321 0.6888 1.5693
H -0.1031 5.2208 -1.2938
H -4.2300 0.3602 0.1119
H -1.8066 -4.6354 0.5472
H 0.4823 4.5168 0.9919
H 2.4720 2.4795 -3.2823
H 2.1172 -0.9651 -3.7902
H -1.2403 3.6099 -2.8055
H 1.3171 2.4884 -1.9987
H -5.1538 -1.1795 -3.7680
H -1.7194 1.3402 -2.0345
H -1.1935 -1.5007 -2.2142
H -4.5727 0.0131 5.2398
H 5.9730 1.6804 0.2345
H 2.9318 1.9138 3.2865
H -4.3101 -2.1185 4.0126
H 2.6461 -3.7295 2.8031
H -3.4123 2.0329 4.4089
H 5.7765 -0.3672 -2.6472
H 0.0339 2.2501 1.7410
H -2.8154 -1.9086 -4.0198
H -2.0610 1.9376 2.3785
H 2.9132 0.4281 -4.3474
H 5.2133 2.5595 2.4369
H -5.8674 -0.0734 -1.6744
H -2.8837 -2.2096 2.0094



60
Properties=species:S:1:pos:R:3 method="wB97M-V/def2-TZVPD" lumo_ha=-0.0254 energy_ha=-11613.2578 relative_energy_kcal_mol=0.0 homo_energy_ev=-7.1 total_charge=0 gap_ha=0.235
I -2.0111 -0.4406 2.1705
Sb 2.9620 1.1574 -1.5017
Zr 0.0613 0.3533 0.0586
Se 4.3733 -0.2774 -2.7655
Se -1.0825 1.7006 -1.8563
Se 0.6110 0.2652 -2.6368
Se 2.4381 -0.2836 0.6611
P -0.7819 -2.4028 -0.5121
O -0.2823 1.7448 1.3649
C -2.8768 -2.3589 2.3858
C -2.6988 -3.4955 1.5353
C -2.6159 -1.6449 -2.3968
C 2.9869 -3.6788 -1.4893
C -4.3840 -3.5307 3.8682
C -3.4455 -4.6546 1.9466
C 3.3228 -4.4922 -0.4142
C 2.3961 -4.7247 0.5909
C -2.6276 -5.9475 0.0869
C -4.2650 -4.6425 3.1014
C -2.8018 -2.4500 -4.6525
C 1.7308 -3.0969 -1.5518
C -1.0714 -3.2967 -3.2088
C -1.7103 -3.2815 -4.4413
C -0.1721 3.0411 1.9539
C -1.8899 -4.8265 -0.3207
C 0.1251 2.8506 3.4309
C -3.6756 -2.3752 3.4930
C 0.7884 -3.3343 -0.5530
C -3.2579 -1.6339 -3.6264
C -1.8922 -3.6257 0.3525
C -3.3875 -5.8557 1.2058
C -1.5182 -2.4736 -2.1809
C 1.1329 -4.1513 0.5215
C -1.4915 3.7652 1.7449
C 0.9645 3.7754 1.2611
H -2.5808 -6.8643 -0.4864
H -0.2161 -3.9437 -3.0568
H 1.0415 2.2705 3.5500
H -3.9690 -6.7000 1.5564
H 1.8898 3.2136 1.3899
H 4.3106 -4.9323 -0.3565
H -5.0090 -3.5158 4.7516
H -1.6965 3.8567 0.6768
H 2.6540 -5.3501 1.4359
H 1.5000 -2.4381 -2.3776
H -1.3479 -3.9173 -5.2391
H -1.2830 -4.9251 -1.2102
H 0.4183 -4.3351 1.3130
H 1.0996 4.7772 1.6708
H 0.7462 3.8602 0.1964
H -2.9613 -0.9906 -1.6056
H -4.1042 -0.9783 -3.7866
H 3.7086 -3.4577 -2.2631
H -0.6957 2.3151 3.9141
H -4.7975 -5.5511 3.3559
H -1.4603 4.7635 2.1826
H -2.3029 3.2017 2.2125
H -3.7682 -1.4800 4.0944
H 0.2503 3.8153 3.9239
H -3.2933 -2.4338 -5.6172



54
Properties=species:S:1:pos:R:3 method="wB97M-V/def2-TZVPD" lumo_ha=-0.1687 energy_ha=-1190.2920 relative_energy_kcal_mol=4.1 homo_energy_ev=-10.8 total_charge=+1 gap_ha=0.230
O -0.7893 -2.6515 -1.0274
N 1.2825 -1.9704 -1.6904
N -0.5094 -1.1869 2.7017
C -1.6087 0.4704 -3.0560
C 1.5726 -0.1768 2.1694
C -2.3110 -0.3030 4.1028
C 2.6768 1.6145 -1.8209
C 0.6192 -1.7879 0.6684
C -2.9409 -2.9188 4.9223
C 0.3190 -2.2127 -0.7303
C -1.8987 -2.7037 4.0117
C 1.7348 -1.0402 1.0789
C -3.4163 -0.5274 4.9322
C -2.6293 1.3209 -2.6239
C -4.0384 1.1095 -3.0833
C -3.7103 -1.8306 5.3613
C 1.3718 1.8321 -1.0813
C -2.3142 2.3608 -1.7350
C 4.0391 0.6422 -3.5673
C -0.3010 0.6267 -2.5892
C 0.0168 1.6914 -1.7324
C 0.4491 -0.2664 2.9736
C 3.8420 1.8820 -1.0877
C 5.0898 1.5209 -1.5822
C 2.7898 1.0731 -3.1017
C -1.5848 -1.3966 3.6289
C -0.4376 -1.9420 1.5564
C 5.1945 0.8741 -2.8175
C -1.0096 2.5369 -1.2900
H 2.2398 -1.7479 -1.4476
H 1.3757 1.0744 -0.3035
H 6.1733 0.5690 -3.1919
H -4.0377 0.3146 5.2491
H 2.2843 0.6196 2.3881
H -1.2999 -3.5285 3.6152
H 3.7460 2.3410 -0.0982
H -3.1403 -3.9357 5.2750
H 0.4624 -0.1031 -2.8705
H 1.4034 2.8016 -0.5552
H -2.0359 0.7045 3.7813
H 0.2998 0.3399 3.8693
H -4.5467 -2.0039 6.0417
H -1.3148 -2.5589 1.3618
H 5.9810 1.7283 -0.9899
H 4.1107 0.1186 -4.5170
H -1.8553 -0.3321 -3.7584
H 1.1473 -2.4914 -2.5482
H -0.7593 3.3282 -0.5746
H -4.4942 2.0472 -3.4204
H 2.6534 -1.0272 0.4898
H -4.6562 0.7225 -2.2631
H 1.9089 0.9575 -3.7311
H -3.0969 3.0376 -1.3897
H -4.0468 0.3835 -3.9028



58
Properties=species:S:1:pos:R:3 method="wB97M-V/def2-TZVPD" lumo_ha=-0.0348 energy_ha=-1471.0676 smiles="COc1ccccc1N1CCN(C(=O)CCN2C(=O)c3cccc4cccc(c34)C2=O)CC1" relative_energy_kcal_mol=4.4 homo_energy_ev=-7.6 total_charge=0 gap_ha=0.243
O -2.1967 -3.9016 0.5621
O -2.2226 -0.9485 2.2525
O 1.7938 0.7129 -1.2898
O -3.5412 0.8349 -1.6951
N -2.8569 -0.0613 0.2639
N -0.8103 -2.3062 -0.1953
N 1.9455 -2.1662 -0.9542
C 0.8699 1.8907 2.6559
C -0.0676 4.1205 -0.1753
C -2.0614 -0.1005 1.4025
C -2.8272 0.9172 -0.7156
C -0.9927 2.0044 0.5809
C -0.3624 -1.2916 -1.1200
C -1.8745 3.0954 -1.3849
C -1.8936 2.0362 -0.5024
C -0.0429 3.0440 0.7365
C 1.4717 -3.2131 -0.0674
C 0.8879 -1.7949 -1.8635
C -3.1945 -2.2575 -0.8385
C 0.8913 2.9522 1.7894
C -0.9692 4.1462 -1.2076
C 1.9783 1.9526 -1.9262
C -1.0268 0.9449 1.5094
C 5.0764 -1.0278 0.5958
C 4.0424 -1.8096 0.1248
C 2.9095 -1.2729 -0.4982
C -3.7882 -1.1631 0.0598
C 0.2395 -2.7378 0.7066
C -0.1017 0.8929 2.5308
C 2.8836 0.1308 -0.6688
C 3.9340 0.9055 -0.1983
C -2.0235 -2.9094 -0.1188
C 5.0230 0.3438 0.4429
H 5.9269 -1.4941 1.0693
H -2.9394 -1.8441 -1.8124
H -1.1351 -1.0400 -1.8432
H 1.0926 2.1012 -2.5441
H 0.6230 -2.6949 -2.4317
H -4.6883 -0.7565 -0.4061
H -3.9550 -3.0272 -0.9735
H 0.6393 4.9280 -0.0457
H -0.1446 0.0711 3.2299
H 1.6290 3.7342 1.8999
H 2.2431 -3.5015 0.6428
H 1.2371 -1.0364 -2.5593
H 1.2090 -4.0850 -0.6755
H 5.8189 0.9754 0.8057
H 1.5981 1.8231 3.4498
H -0.0846 -0.3860 -0.5697
H 2.8712 1.9471 -2.5592
H 4.1226 -2.8816 0.2144
H 2.0465 2.7771 -1.2099
H -0.1673 -3.5377 1.3265
H 0.5215 -1.8898 1.3440
H -4.0227 -1.5815 1.0404
H -0.9796 4.9758 -1.8984
H 3.8951 1.9768 -0.3187
H -2.5708 3.0976 -2.2100